Entry from the Open Molecules 2025 dataset: a structure of composition C17H21N6NiOSSe at a distorted geometry (ωB97M-V/def2-TZVPD).

Properties
- <S²> = 2.012
- 2S+1 = 3
- relative energy (zero: lowest compared OMol25 entry of this formula, charge and spin) (kJ/mol) = 13.3
- HOMO (alpha / beta) (hartree) = -0.3397 / -0.3397
- orbital gap (alpha / beta) (Eh) = 0.189 / 0.184
- charge = +1

Element x y z (Å)
1 Ni 0.01865 3.33873 0.10968
2 C -0.12248 4.33259 4.08446
3 C 0.16511 4.27752 2.63061
4 N 0.18298 3.19412 1.90895
5 N 0.09912 1.91650 2.48252
6 C 0.21859 0.86767 1.61535
7 N 0.06203 -0.33136 2.13794
8 S 0.49698 1.12424 0.01716
9 C -0.03448 5.45203 1.79350
10 C -0.30848 6.73016 2.15942
11 C -0.64296 7.63360 1.08302
12 C -0.31903 7.26939 -0.19171
13 C 0.12262 6.00033 -0.48176
14 N 0.33786 5.19094 0.54355
15 H 0.12739 3.37108 4.46625
16 H -1.23492 4.51280 4.14635
17 H 0.51536 5.06444 4.57552
18 H 0.23154 1.87605 3.49512
19 H -0.07888 -0.40353 3.14455
20 H -0.10276 -1.12866 1.54692
21 H -0.31068 7.18604 3.16187
22 H -1.13927 8.52338 1.32755
23 H -0.27572 7.99948 -0.97463
24 H 0.37622 5.62822 -1.47551
25 C -0.35301 3.21041 -2.82325
26 O 0.48866 3.60094 -1.69883
27 H -0.96659 4.05897 -3.18991
28 H -0.90826 2.28472 -2.66014
29 H 0.31736 3.05839 -3.71467
30 C 0.12732 -4.97248 -4.01326
31 N 0.15708 -5.11522 -2.56420
32 C 0.37235 -4.05828 -1.71657
33 Se 1.20998 -2.45585 -1.93755
34 N 0.11633 -4.49414 -0.45376
35 C -0.08085 -5.85369 -0.39796
36 C 0.00351 -6.76420 0.66298
37 C 0.07058 -8.09829 0.32100
38 C 0.06772 -8.51145 -0.99317
39 C 0.07122 -7.61317 -2.07672
40 C -0.02607 -6.28163 -1.76902
41 H 0.49757 -3.99359 -4.30739
42 H -0.90166 -5.13200 -4.34809
43 H 0.75628 -5.75335 -4.44261
44 H 0.34719 -3.91976 0.34452
45 H -0.01498 -6.43662 1.71993
46 H 0.11073 -8.87444 1.06232
47 H 0.08136 -9.55270 -1.18388
48 H 0.07140 -7.95834 -3.12645

The computed Löwdin charges, all in e, follow:
1. Ni 0.5141
2. C 0.0244
3. C -0.1984
4. N -0.0426
5. N 0.0304
6. C -0.8269
7. N 0.1334
8. S 0.8512
9. C -0.2428
10. C 0.0427
11. C 0.0077
12. C -0.0216
13. C -0.0518
14. N 0.0219
15. H 0.0537
16. H 0.1443
17. H 0.1077
18. H 0.1479
19. H 0.1313
20. H 0.1089
21. H 0.1353
22. H 0.1042
23. H 0.1197
24. H 0.1227
25. C -0.1993
26. O -0.4615
27. H 0.0691
28. H 0.0549
29. H 0.0827
30. C -0.0186
31. N -0.0690
32. C -0.8025
33. Se 0.5567
34. N 0.0585
35. C -0.1679
36. C -0.0165
37. C -0.1022
38. C -0.0821
39. C -0.0039
40. C -0.1379
41. H 0.0579
42. H 0.1005
43. H 0.0935
44. H 0.1257
45. H 0.1203
46. H 0.1053
47. H 0.0947
48. H 0.1241

Entry from the Open Molecules 2025 dataset: a structure of composition C17H22AsN2O8ReS at a distorted geometry (ωB97M-V/def2-TZVPD).

Properties
- <S²> = 3.764
- 2S+1 = 4
- relative energy (zero: lowest compared OMol25 entry of this formula, charge and spin) (kJ/mol) = 0.0
- HOMO (alpha / beta) (hartree) = -0.4260 / -0.4380
- orbital gap (alpha / beta) (Eh) = 0.302 / 0.280
- charge = +1

Element x y z (Å)
1 Re -0.28907 0.20120 -0.23635
2 C -4.40669 1.80505 -0.32010
3 C -2.93272 1.91429 -0.54553
4 O -2.25692 0.87684 -0.70803
5 N -2.39132 3.12818 -0.57653
6 C -0.98130 3.38506 -0.85857
7 C -0.10881 3.22907 0.36543
8 C 0.26982 4.32894 1.11092
9 C 1.07523 4.16634 2.22898
10 C 1.48928 2.88774 2.56486
11 C 1.07762 1.82721 1.78718
12 N 0.28792 1.98851 0.70937
13 H -4.80454 1.04265 -0.98690
14 H -4.92526 2.74677 -0.48115
15 H -4.57549 1.46661 0.70341
16 H -2.98459 3.91767 -0.38194
17 H -0.89960 4.40110 -1.23371
18 H -0.64315 2.69374 -1.63256
19 H -0.06056 5.31337 0.80878
20 H 1.37774 5.02243 2.81636
21 H 2.12846 2.70865 3.41689
22 H 1.38491 0.81441 2.01394
23 O -0.55688 -1.90166 -0.94631
24 As 1.13668 -2.34146 -0.32923
25 O 2.05413 -2.76888 -1.56663
26 O 1.40168 -0.74088 0.25452
27 C 1.00157 -3.62147 1.09596
28 C 1.42511 -4.91990 0.84937
29 C 1.35502 -5.85201 1.87009
30 C 0.87056 -5.47979 3.11835
31 C 0.45687 -4.17986 3.36198
32 C 0.51906 -3.23590 2.34591
33 S -1.50276 -1.51254 2.31987
34 O 0.14862 -1.93315 2.57007
35 O -1.98207 -2.51170 1.36006
36 O -1.23337 -0.18636 1.60623
37 H -1.21696 -2.29198 -0.30586
38 H 1.81038 -5.17527 -0.12975
39 H 1.67674 -6.86789 1.68745
40 H 0.81877 -6.21088 3.91381
41 H 0.08537 -3.87764 4.33265
42 C 0.48236 0.74635 -4.36818
43 C 1.02546 0.21542 -3.04800
44 C 2.51599 0.50562 -2.89310
45 O 0.28487 0.78671 -1.98371
46 H 1.00889 0.28370 -5.20117
47 H 0.62631 1.82829 -4.41924
48 H -0.58201 0.52638 -4.45791
49 H 0.90053 -0.87553 -3.02594
50 H 2.68097 1.58504 -2.84761
51 H 3.05618 0.09597 -3.74488
52 H 2.90096 0.04542 -1.98358

The computed Löwdin charges, all in e, follow:
1. Re 1.7177
2. C 0.0468
3. C -0.4481
4. O -0.0899
5. N 0.1213
6. C -0.0753
7. C -0.2086
8. C 0.0110
9. C -0.0048
10. C -0.0057
11. C -0.0728
12. N -0.0346
13. H 0.1073
14. H 0.0925
15. H 0.1086
16. H 0.1602
17. H 0.1398
18. H 0.1090
19. H 0.1273
20. H 0.1267
21. H 0.1260
22. H 0.1128
23. O -0.3185
24. As 1.0028
25. O -0.3758
26. O -0.5189
27. C -0.2083
28. C -0.0635
29. C -0.0546
30. C -0.0393
31. C 0.0092
32. C -0.3614
33. S 0.9001
34. O -0.2840
35. O -0.4191
36. O -0.5951
37. H 0.0401
38. H 0.1156
39. H 0.1150
40. H 0.1172
41. H 0.1288
42. C -0.0434
43. C -0.5132
44. C -0.0424
45. O -0.3637
46. H 0.0879
47. H 0.0826
48. H 0.0805
49. H 0.1161
50. H 0.0838
51. H 0.0907
52. H 0.0638

Entry from the Open Molecules 2025 dataset: a cluster of 3 separate species, C17H22BFO2 in total at a distorted geometry (ωB97M-V/def2-TZVPD).

Properties
- structure (SMILES) = CC(=O)OCCCBF.c1ccccc1.c1ccccc1
- 2S+1 = 1
- HOMO (hartree) = -0.3379
- orbital gap (Eh) = 0.359
- charge = 0

Element x y z (Å)
1 C 1.53505 -5.21351 -0.57458
2 C 2.78847 -4.32986 -0.58022
3 O 3.19641 -3.87952 0.42310
4 O 3.36254 -4.13451 -1.80353
5 C 3.19664 -2.81079 -2.32148
6 C 1.73094 -2.36220 -2.56419
7 C 1.53267 -0.87776 -2.10848
8 B 1.37556 -0.84231 -0.53828
9 F 0.88988 0.21448 0.09727
10 H 0.71489 -4.59406 -0.20324
11 H 1.28418 -5.45814 -1.61072
12 H 1.68910 -6.11796 0.00935
13 H 3.69129 -2.81589 -3.29506
14 H 3.72166 -2.05415 -1.72411
15 H 0.98665 -2.96049 -2.03205
16 H 1.51260 -2.44582 -3.63172
17 H 2.34594 -0.23738 -2.46860
18 H 0.58813 -0.54806 -2.56618
19 H 1.70907 -1.78595 0.09967
20 C -2.96209 0.52425 0.12477
21 C -4.32840 0.59466 0.36169
22 C -4.86916 -0.00530 1.49092
23 C -4.04419 -0.67926 2.38166
24 C -2.67915 -0.75688 2.14032
25 C -2.13704 -0.15408 1.01269
26 H -2.53906 0.99834 -0.75287
27 H -4.97233 1.11839 -0.33395
28 H -5.93432 0.05243 1.67731
29 H -4.46578 -1.14481 3.26377
30 H -2.03618 -1.28688 2.83221
31 H -1.07424 -0.21204 0.82534
32 C -0.77829 4.87584 1.75722
33 C -0.63972 3.57695 1.28611
34 C 0.48997 3.21595 0.56283
35 C 1.47888 4.15770 0.30822
36 C 1.33633 5.45869 0.77205
37 C 0.20857 5.81755 1.49774
38 H -1.65639 5.15475 2.32651
39 H -1.41278 2.84369 1.48325
40 H 0.59842 2.20132 0.19880
41 H 2.36165 3.87710 -0.25342
42 H 2.10533 6.19384 0.56848
43 H 0.09830 6.83169 1.86141

The computed Löwdin charges, all in e, follow:
1. C 0.0186
2. C -0.5577
3. O 0.1449
4. O -0.0235
5. C -0.1682
6. C -0.1800
7. C -0.1236
8. B -0.2714
9. F 0.1294
10. H 0.0854
11. H 0.0807
12. H 0.0867
13. H 0.1267
14. H 0.1240
15. H 0.0971
16. H 0.1101
17. H 0.1108
18. H 0.1081
19. H 0.0926
20. C -0.0979
21. C -0.0959
22. C -0.0975
23. C -0.0964
24. C -0.0881
25. C -0.0942
26. H 0.1030
27. H 0.1002
28. H 0.0997
29. H 0.0999
30. H 0.1024
31. H 0.0758
32. C -0.0957
33. C -0.0854
34. C -0.0851
35. C -0.0936
36. C -0.1015
37. C -0.1014
38. H 0.0996
39. H 0.0913
40. H 0.0751
41. H 0.0986
42. H 0.0982
43. H 0.0984

Entry from the Open Molecules 2025 dataset: a structure of composition C17H22BaO10P2S (ωB97M-V/def2-TZVPD).

Properties
- 2S+1 = 1
- relative energy (zero: lowest compared OMol25 entry of this formula, charge and spin) (kJ/mol) = 14.4
- HOMO (hartree) = -0.3511
- orbital gap (Eh) = 0.357
- charge = 0

Element x y z (Å)
1 Ba -0.31576 -3.11651 -0.22959
2 C 0.20781 0.07012 2.19185
3 C 0.48748 -1.28944 2.83127
4 O 0.81788 -1.13138 4.21754
5 P 2.05612 -1.98930 2.15494
6 O 2.54519 -2.99257 3.26197
7 O 3.09279 -0.78834 2.23127
8 O 2.00785 -2.57101 0.78774
9 P -1.12348 -2.26812 2.80877
10 O -0.53873 -3.80503 2.61036
11 O -1.67801 -2.05495 4.16345
12 O -1.89987 -1.96901 1.55566
13 H 1.00758 0.76022 2.45701
14 H -0.73426 0.46272 2.57635
15 H 0.12722 0.00786 1.10340
16 H -0.01219 -1.32196 4.69764
17 H 2.20855 -2.70116 4.12266
18 H 3.10520 -0.26112 1.41838
19 H -1.23963 -4.45649 2.73630
20 O -0.39419 -0.72450 -1.43193
21 S -0.65385 -0.25488 -2.83243
22 C 0.41607 1.24133 -3.07583
23 C 1.42746 1.43948 -1.98570
24 C 2.63500 0.75425 -2.02737
25 C 3.60296 0.97416 -1.05507
26 C 3.36464 1.88237 -0.03266
27 C 2.14515 2.54711 0.02858
28 C 1.18050 2.32388 -0.93806
29 C -2.29982 0.51956 -2.74843
30 C -2.44436 1.52609 -1.65051
31 C -2.51072 1.11792 -0.31822
32 C -2.59908 2.06516 0.69053
33 C -2.62710 3.41892 0.38511
34 C -2.57982 3.82982 -0.93876
35 C -2.48948 2.88529 -1.95153
36 H -0.23042 2.11201 -3.17039
37 H 0.91420 1.06513 -4.02816
38 H 2.83394 0.05947 -2.83454
39 H 4.55153 0.45481 -1.11548
40 H 4.12936 2.08505 0.70827
41 H 1.95020 3.25042 0.82809
42 H 0.23772 2.85377 -0.88973
43 H -2.96967 -0.33185 -2.62020
44 H -2.47889 0.94709 -3.73751
45 H -2.49381 0.06653 -0.06053
46 H -2.65774 1.73801 1.72014
47 H -2.70228 4.15226 1.17725
48 H -2.62015 4.88254 -1.18529
49 H -2.46607 3.20707 -2.98658
50 O -0.33233 -4.00806 -2.79191
51 C -0.57568 -5.17742 -2.41450
52 O -0.99302 -5.48768 -1.27737
53 H -0.39200 -5.99964 -3.13624

The computed Löwdin charges, all in e, follow:
1. Ba 2.0972
2. C -0.0691
3. C -0.5660
4. O -0.0878
5. P 0.4532
6. O -0.0750
7. O -0.0887
8. O -0.4709
9. P 0.2801
10. O -0.2494
11. O -0.2766
12. O -0.4900
13. H 0.0833
14. H 0.0823
15. H 0.0661
16. H 0.0762
17. H 0.0900
18. H 0.0602
19. H 0.0822
20. O -0.7159
21. S 0.9902
22. C -0.2427
23. C -0.2731
24. C -0.0329
25. C -0.0770
26. C -0.1008
27. C -0.0730
28. C -0.0237
29. C -0.2765
30. C -0.2824
31. C -0.0321
32. C -0.0639
33. C -0.0814
34. C -0.0854
35. C -0.0672
36. H 0.0814
37. H 0.0920
38. H 0.1223
39. H 0.1111
40. H 0.1104
41. H 0.1107
42. H 0.1071
43. H 0.1030
44. H 0.1010
45. H 0.0983
46. H 0.1066
47. H 0.1046
48. H 0.1048
49. H 0.1134
50. O -0.2437
51. C -0.6537
52. O -0.2505
53. H 0.1217

Entry from the Open Molecules 2025 dataset: a cluster of 2 separate species, C17H22F2NO4PS2 in total at a distorted geometry (ωB97M-V/def2-TZVPD).

Properties
- 2S+1 = 1
- relative energy (zero: lowest compared OMol25 entry of this formula, charge and spin) (kJ/mol) = 1876.9
- HOMO (hartree) = -0.3181
- orbital gap (Eh) = 0.281
- charge = 0

Element x y z (Å)
1 C -0.07987 -3.83165 0.15081
2 C 0.50449 -2.27863 0.10797
3 C 0.28169 -1.18348 1.32487
4 C 0.83323 0.36831 1.25429
5 C 1.65113 0.90253 -0.08160
6 C 2.19286 2.44474 -0.24908
7 P 0.76723 3.75109 -0.18588
8 C -0.89034 3.12126 -0.90071
9 C -1.85888 2.35819 0.21660
10 C -3.48318 2.54860 -0.11998
11 C -4.19837 1.04109 -0.01531
12 C -3.83359 -0.00102 1.23962
13 C -4.52170 -1.48851 1.27319
14 C -5.55865 -1.91647 0.07622
15 C -5.96062 -0.89058 -1.14506
16 C -5.28218 0.62399 -1.20945
17 C 1.91570 -0.20881 -1.29213
18 C 1.35966 -1.76769 -1.21226
19 H -0.79927 -4.00742 1.08661
20 H -0.74434 -3.98352 -0.82885
21 H 0.82159 -4.58982 0.11860
22 H -0.30192 -1.53974 2.28664
23 H 0.62767 1.14681 2.13231
24 H 2.66506 2.50776 -1.34287
25 H 3.00933 2.76064 0.53998
26 H 0.53270 4.25995 1.14528
27 H 1.19410 4.85982 -1.02989
28 H -0.78385 2.36174 -1.79575
29 H -1.52880 4.02824 -1.30314
30 H -1.57825 1.21069 0.13359
31 H -1.70119 2.78031 1.30770
32 H -4.00533 3.33444 0.57608
33 H -3.54857 2.86154 -1.25749
34 H -3.05128 0.37298 2.04935
35 H -4.22753 -2.22147 2.14214
36 H -6.02737 -2.99341 0.13294
37 H -6.72016 -1.16161 -1.99969
38 H -5.57951 1.36167 -2.09084
39 H 2.51619 0.08221 -2.25720
40 H 1.57352 -2.51687 -2.10234
41 N 6.82824 -1.19880 0.31929
42 S 6.47607 -2.65133 0.80205
43 O 5.95727 -3.58369 -0.19300
44 O 5.95937 -2.80874 2.15656
45 F 7.95720 -3.23297 0.99376
46 S 5.53386 -0.37790 -0.03058
47 O 5.79877 0.84593 -0.78646
48 O 4.50879 -0.23446 0.99609
49 F 4.79904 -1.26596 -1.13299

The computed Löwdin charges, all in e, follow:
1. C -0.1153
2. C -0.1605
3. C -0.0234
4. C -0.0429
5. C -0.2165
6. C -0.3103
7. P 1.0257
8. C -0.3479
9. C -0.2602
10. C -0.1808
11. C -0.1414
12. C -0.0331
13. C -0.0676
14. C -0.0749
15. C -0.0646
16. C -0.0307
17. C -0.0091
18. C 0.0017
19. H 0.0857
20. H 0.0894
21. H 0.0934
22. H 0.0899
23. H 0.0956
24. H 0.1208
25. H 0.1189
26. H 0.0313
27. H 0.0276
28. H 0.1236
29. H 0.0977
30. H 0.0992
31. H 0.1079
32. H 0.1191
33. H 0.1055
34. H 0.0914
35. H 0.0855
36. H 0.0827
37. H 0.0823
38. H 0.0910
39. H 0.0984
40. H 0.1076
41. N -0.3025
42. S 0.5189
43. O -0.3143
44. O -0.3089
45. F -0.2039
46. S 0.4957
47. O -0.3380
48. O -0.3247
49. F -0.2151

- Number 4 is which compound?
  C17H22BaO10P2S

- Which value of charge does entry 4 give?
  0